[1]
Computed, not measured: a molecular structure, C2H4CuMgO2 at a distorted geometry, with the ωB97M-V functional and the def2-TZVPD basis.

The value obtained for the lowest unoccupied orbital energy is -5.76 eV. Its net charge is +1. The frontier orbital gap comes out at 6.14 eV. The HOMO energy is -11.9 eV.

The geometry in XYZ format:
```
10
Properties=species:S:1:pos:R:3:nbo_charge:R:1
O -0.387 -0.419 -0.444 -1.336
C 0.406 0.714 -1.526 -0.011
C -0.204 2.086 -1.392 -0.126
O 0.236 2.141 -0.059 -1.059
Cu -1.103 -2.457 -0.909 0.947
Mg -0.461 0.742 1.055 1.837
H 1.453 0.421 -1.349 0.206
H 0.365 0.460 -2.599 0.166
H -1.279 2.130 -1.632 0.175
H 0.333 2.828 -2.006 0.202
```

---

[2]
Computed, not measured: a molecular structure, C2H4EuO3 at a distorted geometry, with the ωB97M-V functional and the def2-TZVPD basis.

The value obtained for the lowest unoccupied orbital energy (spin up / spin down) is -4.36 / -4.36 eV. Its net charge is +1. The frontier orbital gap (spin up / spin down) comes out at 7.14 / 9.40 eV. The HOMO energy (spin up / spin down) is -11.5 / -13.8 eV. As for the spin multiplicity: 9.

The geometry in XYZ format:
```
10
Properties=species:S:1:pos:R:3:lowdin_charge:R:1
O -0.994 1.763 1.129 -0.252
C -0.281 1.677 2.183 -0.238
C 0.276 0.400 2.517 -0.243
O -0.264 -0.613 1.935 -0.262
H -0.257 2.504 2.902 0.129
H 0.747 0.257 3.500 0.124
Eu -1.069 -0.124 -0.169 1.700
O 0.819 -0.664 -1.403 -0.189
H 0.869 -0.696 -2.365 0.081
H 1.741 -0.742 -0.962 0.149
```

---

[3]
Computed, not measured: a single C2H4F2 molecule at a distorted geometry, with the ωB97M-V functional and the def2-TZVPD basis.

The SMILES is FCCF. The value obtained for the lowest unoccupied orbital energy is 1.01 eV. Its net charge is 0. The frontier orbital gap comes out at 12.77 eV. The HOMO energy is -11.8 eV.

The geometry in XYZ format:
```
8
Properties=species:S:1:pos:R:3:nbo_charge:R:1
F 1.863 -0.675 0.354 -0.352
C 0.602 -0.508 0.832 0.009
C -0.389 0.225 -0.017 0.008
F -0.326 -0.088 -1.361 -0.353
H 0.701 -0.009 1.851 0.170
H 0.364 -1.544 1.067 0.169
H -0.171 1.348 -0.059 0.169
H -1.412 0.116 0.459 0.180
```

---

[4]
Computed, not measured: a gas-phase ion, C2H4F2N3O (charge +1) at a distorted geometry, with the ωB97M-V functional and the def2-TZVPD basis.

The value obtained for the lowest unoccupied orbital energy (spin up / spin down) is -3.52 / -8.97 eV. Its net charge is +1. The frontier orbital gap (spin up / spin down) comes out at 10.96 / 6.43 eV. The HOMO energy (spin up / spin down) is -14.5 / -15.4 eV. As for the spin multiplicity: 3.

The geometry in XYZ format:
```
12
Properties=species:S:1:pos:R:3:nbo_charge:R:1
C 0.626 0.411 -0.483 0.377
C -1.015 0.203 0.159 0.985
N -0.375 -1.079 1.905 -0.211
N 1.433 0.802 0.349 -0.295
N 0.701 0.198 -1.777 -0.702
O -0.950 -0.918 0.781 -0.334
F -1.007 1.262 0.913 -0.267
F -1.985 0.049 -0.729 -0.246
H 0.020 -2.010 2.098 0.355
H 1.248 0.730 1.379 0.448
H -0.185 -0.097 -2.361 0.465
H 1.488 0.449 -2.233 0.425
```

---

[5]
Computed, not measured: a single C2H4F2Si molecule at a distorted geometry, with the ωB97M-V functional and the def2-TZVPD basis.

The SMILES is F/C=C/[SiH2]F. The value obtained for the lowest unoccupied orbital energy is 0.83 eV. Its net charge is 0. The frontier orbital gap comes out at 11.27 eV. The HOMO energy is -10.4 eV.

The geometry in XYZ format:
```
9
Properties=species:S:1:pos:R:3:nbo_charge:R:1
F -2.795 -0.194 -0.011 -0.337
C -1.495 0.166 -0.092 0.278
C -0.477 -0.551 0.365 -0.776
Si 1.282 0.105 -0.050 1.454
F 2.544 -0.956 0.116 -0.653
H -1.532 1.292 -0.442 0.179
H -0.672 -1.537 0.755 0.256
H 1.226 0.484 -1.522 -0.205
H 1.919 1.191 0.880 -0.195
```

---

[6]
Computed, not measured: a molecular structure, C2H4F3GdNO4S at a distorted geometry, with the ωB97M-V functional and the def2-TZVPD basis.

The value obtained for the lowest unoccupied orbital energy (spin up / spin down) is -6.08 / -7.80 eV. Its net charge is +1. The frontier orbital gap (spin up / spin down) comes out at 7.94 / 5.20 eV. The HOMO energy (spin up / spin down) is -14.0 / -13.0 eV. As for the spin multiplicity: 8.

The geometry in XYZ format:
```
16
Properties=species:S:1:pos:R:3:lowdin_charge:R:1
O -2.479 0.729 -0.930 -0.597
C -3.396 1.734 -0.630 -0.238
Gd -2.002 -1.389 -0.377 1.848
H -3.189 2.193 0.354 0.086
H -3.352 2.546 -1.377 0.089
H -4.436 1.364 -0.605 0.078
O 0.456 0.399 -0.528 -0.089
H -0.163 0.663 -1.348 0.172
N 0.423 -0.992 -0.275 -0.364
S 1.491 -1.504 0.798 0.676
O 1.113 -1.148 2.168 -0.262
O 1.868 -2.894 0.539 -0.243
C 3.115 -0.592 0.586 -0.656
F 3.983 -1.362 -0.054 0.172
F 3.617 -0.279 1.776 0.178
F 2.950 0.532 -0.096 0.151
```

---

[7]
Computed, not measured: a molecular structure, C2H4F3O4SZn at a distorted geometry, with the ωB97M-V functional and the def2-TZVPD basis.

The value obtained for the lowest unoccupied orbital energy is -5.70 eV. Its net charge is +1. The frontier orbital gap comes out at 9.45 eV. The HOMO energy is -15.1 eV.

The geometry in XYZ format:
```
15
Properties=species:S:1:pos:R:3:nbo_charge:R:1
Zn 1.812 1.791 -0.982 1.743
O 2.170 3.188 -0.014 -1.317
S -0.803 0.065 -0.662 2.269
O 0.597 0.470 -0.905 -1.121
O -1.890 0.823 -1.215 -0.788
C -0.867 -1.668 -1.374 0.788
F 0.074 -2.396 -0.818 -0.286
F -2.052 -2.170 -1.124 -0.264
F -0.666 -1.576 -2.668 -0.273
H 1.848 3.427 0.874 0.512
O -1.057 -0.142 0.892 -0.660
C 0.031 -0.409 1.826 -0.266
H 0.651 -1.239 1.476 0.211
H 0.630 0.500 1.937 0.203
H -0.478 -0.664 2.758 0.249
```

---

[8]
Computed, not measured: 2 unconnected molecules or ions with the total composition C2H4F4N2 at a distorted geometry, with the ωB97M-V functional and the def2-TZVPD basis.

The value obtained for the lowest unoccupied orbital energy is 0.71 eV. Its net charge is 0. The frontier orbital gap comes out at 8.52 eV. The HOMO energy is -7.8 eV.

The geometry in XYZ format:
```
12
Properties=species:S:1:pos:R:3:nbo_charge:R:1
C -1.964 0.250 -0.085 0.426
C 1.083 -0.715 0.778 0.769
N 1.909 0.516 -1.224 -0.643
N 1.556 0.207 -0.010 -0.275
F -1.345 1.464 0.095 -0.360
F -1.354 -0.398 -1.070 -0.341
F 0.846 -0.489 2.086 -0.303
F 0.661 -1.838 0.312 -0.283
H -2.995 0.431 -0.434 0.144
H -1.808 -0.386 0.908 0.130
H 1.791 -0.122 -1.922 0.325
H 1.620 1.079 0.567 0.409
```

---

Copy entry 6 word for word.
Computed, not measured: a molecular structure, C2H4F3GdNO4S at a distorted geometry, with the ωB97M-V functional and the def2-TZVPD basis.

The value obtained for the lowest unoccupied orbital energy (spin up / spin down) is -6.08 / -7.80 eV. Its net charge is +1. The frontier orbital gap (spin up / spin down) comes out at 7.94 / 5.20 eV. The HOMO energy (spin up / spin down) is -14.0 / -13.0 eV. As for the spin multiplicity: 8.

The geometry in XYZ format:
```
16
Properties=species:S:1:pos:R:3:lowdin_charge:R:1
O -2.479 0.729 -0.930 -0.597
C -3.396 1.734 -0.630 -0.238
Gd -2.002 -1.389 -0.377 1.848
H -3.189 2.193 0.354 0.086
H -3.352 2.546 -1.377 0.089
H -4.436 1.364 -0.605 0.078
O 0.456 0.399 -0.528 -0.089
H -0.163 0.663 -1.348 0.172
N 0.423 -0.992 -0.275 -0.364
S 1.491 -1.504 0.798 0.676
O 1.113 -1.148 2.168 -0.262
O 1.868 -2.894 0.539 -0.243
C 3.115 -0.592 0.586 -0.656
F 3.983 -1.362 -0.054 0.172
F 3.617 -0.279 1.776 0.178
F 2.950 0.532 -0.096 0.151
```